No. 1
Below is CHNO3 as an isolated structure in a non-equilibrium geometry, with properties calculated with ωB97M-V with the def2-TZVPD basis set.

Calculated values
Energy above the lowest of the compared OMol25 structures with the same formula, charge and spin, kcal/mol: 105.2
Orbital gap, eV: 9.943
Molar mass, g/mol: 75.0
DFT total energy, eV: -8679.12077
Charge: 0
E_LUMO, eV: 0.242

Each line ends with the Mulliken charge.
Geometry (Å):
1 C -0.880 0.266 -0.065  0.612
2 N 0.938 0.113 0.445  -0.392
3 O -1.432 1.276 -0.063  -0.299
4 O -0.835 -1.034 -0.229  -0.074
5 O 0.540 -1.235 -0.013  -0.081
6 H 1.669 0.614 -0.075  0.234

***

No. 2
Below is CHNO3 as an isolated structure in a non-equilibrium geometry, with properties calculated with ωB97M-V with the def2-TZVPD basis set.

Calculated values
Energy above the lowest of the compared OMol25 structures with the same formula, charge and spin, kcal/mol: 60.1
Orbital gap (alpha / beta), eV: 8.684 / 8.712
Molar mass, g/mol: 75.0
DFT total energy, eV: -8681.07783
Charge: 0
E_LUMO (alpha / beta), eV: -0.807 / -1.070

Each line ends with the Mulliken charge.
Geometry (Å):
1 C 1.106 -0.499 0.035  0.696
2 N -0.554 0.162 0.715  -0.103
3 O 1.937 0.217 0.297  -0.345
4 O 0.538 -1.400 -0.494  -0.418
5 O -1.027 0.967 -0.103  -0.231
6 H -2.000 0.552 -0.450  0.399

***

No. 3
Below is a 3-piece molecular cluster, CHNO6S overall in a non-equilibrium geometry, with properties calculated with ωB97M-V with the def2-TZVPD basis set.

Calculated values
Energy above the lowest of the compared OMol25 structures with the same formula, charge and spin, kcal/mol: 0.0
Orbital gap, eV: 9.411
Molar mass, g/mol: 155.1
DFT total energy, eV: -25660.91195
Charge: 0
E_LUMO, eV: -1.371

Each line ends with the Mulliken charge.
Geometry (Å):
1 C -2.917 -0.047 -0.340  0.678
2 N 0.017 0.713 -1.460  0.230
3 O -3.627 -0.703 -0.940  -0.329
4 O -0.671 0.477 -2.406  -0.351
5 O -0.927 2.193 2.544  -0.405
6 O 0.608 0.692 1.470  -0.498
7 O 0.350 -0.441 -0.769  -0.324
8 O -2.212 0.637 0.259  -0.353
9 S -0.204 1.871 1.333  0.884
10 H 0.876 -0.249 0.008  0.468

***

No. 4
Below is the molecule CHO2PS in a non-equilibrium geometry, with properties calculated with ωB97M-V with the def2-TZVPD basis set.

Calculated values
Energy above the lowest of the compared OMol25 structures with the same formula, charge and spin, kcal/mol: 8.8
Orbital gap, eV: 8.878
Molar mass, g/mol: 108.1
DFT total energy, eV: -25271.97315
Charge: 0
E_LUMO, eV: -0.725

Each line ends with the Mulliken charge.
Geometry (Å):
1 C 0.994 -0.296 0.182  0.312
2 O 0.041 -0.854 0.715  -0.424
3 O 0.691 0.419 -0.826  -0.447
4 P -1.296 -0.097 -0.731  0.350
5 S -2.367 1.248 0.141  -0.224
6 H 1.937 -0.420 0.520  0.432